w) The following is a DFT calculation (wB97M-V/def2-TZVPD) of a cluster of 7 separate species, C28H42O14 in total.

Properties
Charge ... 0
M ... 602.6 g/mol
HOMO-LUMO gap ... 10.04 eV
SMILES string ... O=C1CCCO1.O=C1CCCO1.O=C1CCCO1.O=C1CCCO1.O=C1CCCO1.O=C1CCCO1.O=C1CCCO1

Bonds (Å) are listed after each position.
Atoms and positions in Å:
1 O -5.8894 -5.1418 1.1101  C2 1.241
2 C -5.0924 -4.2093 1.2999  O1 1.241, C3 1.551, O6 1.369
3 C -3.8436 -4.1726 2.2199  C2 1.551, C4 1.497, H7 1.090, H8 1.090
4 C -3.5153 -2.7126 2.1945  C3 1.497, C5 1.480, H9 1.090, H10 1.090
5 C -4.0508 -2.1454 0.9366  C4 1.480, O6 1.458, H11 1.090, H12 1.090
6 O -5.2148 -2.9886 0.6926  C2 1.369, C5 1.458
7 H -4.2253 -4.4259 3.2090  C3 1.090
8 H -3.0645 -4.8197 1.8171  C3 1.090
9 H -3.9587 -2.1918 3.0432  C4 1.090
10 H -2.4430 -2.5998 2.3543  C4 1.090
11 H -4.3081 -1.0915 1.0430  C5 1.090
12 H -3.3274 -2.3226 0.1407  C5 1.090
13 O 1.9124 3.3315 2.9358  C14 1.242
14 C 0.8657 2.7664 3.2946  O13 1.242, C15 1.556, O18 1.373
15 C -0.1339 3.2681 4.3759  C14 1.556, C16 1.547, H19 1.090, H20 1.090
16 C -0.9531 1.9624 4.5034  C15 1.547, C17 1.473, H21 1.090, H22 1.090
17 C -0.8636 1.3275 3.1772  C16 1.473, O18 1.412, H23 1.090, H24 1.090
18 O 0.4375 1.6029 2.7037  C14 1.373, C17 1.412
19 H 0.3215 3.6647 5.2833  C15 1.090
20 H -0.7106 4.0857 3.9434  C15 1.090
21 H -0.5280 1.3981 5.3334  C16 1.090
22 H -1.9569 2.2374 4.8274  C16 1.090
23 H -1.0283 0.2584 3.3119  C17 1.090
24 H -1.5930 1.8339 2.5450  C17 1.090
25 O 0.1196 -2.4360 2.4155  C26 1.213
26 C 0.4936 -3.3441 1.7040  O25 1.213, C27 1.549, O30 1.357
27 C 1.8244 -3.3761 0.9124  C26 1.549, C28 1.560, H31 1.090, H32 1.090
28 C 1.3402 -4.1784 -0.3351  C27 1.560, C29 1.552, H33 1.090, H34 1.090
29 C 0.2836 -5.1459 0.2608  C28 1.552, O30 1.431, H35 1.090, H36 1.090
30 O -0.2233 -4.4578 1.4087  C26 1.357, C29 1.431
31 H 2.1981 -2.3829 0.6635  C27 1.090
32 H 2.5253 -3.9576 1.5113  C27 1.090
33 H 0.7959 -3.4843 -0.9754  C28 1.090
34 H 2.1307 -4.5957 -0.9590  C28 1.090
35 H -0.5116 -5.2854 -0.4716  C29 1.090
36 H 0.6357 -6.1734 0.3521  C29 1.090
37 O 6.3255 3.1189 0.6694  C38 1.206
38 C 5.1228 3.0636 0.5989  O37 1.206, C39 1.508, O42 1.327
39 C 4.1975 4.2540 0.6174  C38 1.508, C40 1.537, H43 1.090, H44 1.090
40 C 3.0045 3.6227 -0.1167  C39 1.537, C41 1.512, H45 1.090, H46 1.090
41 C 3.1400 2.1619 0.2491  C40 1.512, O42 1.372, H47 1.090, H48 1.090
42 O 4.4868 1.9247 0.3548  C38 1.327, C41 1.372
43 H 3.9629 4.5766 1.6318  C39 1.090
44 H 4.6113 5.0956 0.0618  C39 1.090
45 H 1.9896 3.9209 0.1464  C40 1.090
46 H 3.0583 3.8448 -1.1825  C40 1.090
47 H 2.6906 2.0044 1.2296  C41 1.090
48 H 2.8553 1.5115 -0.5780  C41 1.090
49 O -2.3997 -1.6158 -2.1172  C50 1.204
50 C -1.5762 -0.7986 -1.7942  O49 1.204, C51 1.486, O54 1.343
51 C -0.7518 -0.7005 -0.5615  C50 1.486, C52 1.517, H55 1.090, H56 1.090
52 C -0.4538 0.7838 -0.4677  C51 1.517, C53 1.491, H57 1.090, H58 1.090
53 C -0.4086 1.1688 -1.9076  C52 1.491, O54 1.412, H59 1.090, H60 1.090
54 O -1.2796 0.2666 -2.5565  C50 1.343, C53 1.412
55 H -1.3544 -1.0855 0.2611  C51 1.090
56 H 0.2560 -1.1157 -0.5690  C51 1.090
57 H -1.2925 1.2158 0.0784  C52 1.090
58 H 0.4548 1.0640 0.0653  C52 1.090
59 H -0.8507 2.1600 -2.0081  C53 1.090
60 H 0.6390 1.1285 -2.2058  C53 1.090
61 O 2.9812 -0.9951 -1.5869  C62 1.245
62 C 4.1533 -0.5870 -1.6812  O61 1.245, C63 1.514, O66 1.324
63 C 4.7520 0.4945 -2.5558  C62 1.514, C64 1.462, H67 1.090, H68 1.090
64 C 6.1690 0.1400 -2.6267  C63 1.462, C65 1.535, H69 1.090, H70 1.090
65 C 6.4224 -0.5329 -1.2707  C64 1.535, O66 1.447, H71 1.090, H72 1.090
66 O 5.1403 -1.1438 -0.9961  C62 1.324, C65 1.447
67 H 4.2936 0.4087 -3.5410  C63 1.090
68 H 4.6395 1.4395 -2.0245  C63 1.090
69 H 6.3651 -0.5849 -3.4167  C64 1.090
70 H 6.9476 0.8835 -2.7975  C64 1.090
71 H 7.1061 -1.3818 -1.2603  C65 1.090
72 H 6.7766 0.1943 -0.5400  C65 1.090
73 O -5.4522 1.6877 -0.5660  C74 1.252
74 C -5.1608 1.8270 -1.7756  O73 1.252, C75 1.560, O78 1.292
75 C -6.1231 1.7744 -3.0020  C74 1.560, C76 1.484, H79 1.090, H80 1.090
76 C -5.1901 1.3086 -4.0575  C75 1.484, C77 1.484, H81 1.090, H82 1.090
77 C -3.8717 1.7684 -3.5554  C76 1.484, O78 1.420, H83 1.090, H84 1.090
78 O -3.9304 1.9577 -2.1490  C74 1.292, C77 1.420
79 H -6.9526 1.0676 -2.9841  C75 1.090
80 H -6.4723 2.7572 -3.3186  C75 1.090
81 H -5.3875 0.2369 -4.0337  C76 1.090
82 H -5.3916 1.7850 -5.0169  C76 1.090
83 H -3.0924 1.1013 -3.9239  C77 1.090
84 H -3.5977 2.7243 -4.0018  C77 1.090

Löwdin atomic charge list, values in e, 4 entries: 0.067, -0.412, -0.062, -0.202


x) The following is a DFT calculation (wB97M-V/def2-TZVPD) of a cluster of 7 separate species, C28H42O14 in total.

Properties
Charge ... 0
M ... 602.6 g/mol
HOMO-LUMO gap ... 9.81 eV
SMILES string ... O=C1CCCO1.O=C1CCCO1.O=C1CCCO1.O=C1CCCO1.O=C1CCCO1.O=C1CCCO1.O=C1CCCO1

Bonds (Å) are listed after each position.
Atoms and positions in Å:
1 O -8.7958 -6.6341 17.9862  C2 1.195
2 C -9.2660 -7.7318 17.9416  O1 1.195, C3 1.517, O6 1.359
3 C -8.5777 -9.0825 17.9926  C2 1.517, C4 1.510, H7 1.086, H8 1.086
4 C -9.6906 -10.0983 17.8900  C3 1.510, C5 1.548, H9 1.092, H10 1.085
5 C -10.9358 -9.2730 18.2954  C4 1.548, O6 1.421, H11 1.090, H12 1.091
6 O -10.6072 -7.9084 18.0762  C2 1.359, C5 1.421
7 H -7.8021 -9.1402 17.2343  C3 1.086
8 H -8.1700 -9.0177 18.9971  C3 1.086
9 H -9.8503 -10.3858 16.8485  C4 1.092
10 H -9.5928 -11.0182 18.4572  C4 1.085
11 H -11.7744 -9.5211 17.6441  C5 1.090
12 H -11.2749 -9.4431 19.3186  C5 1.091
13 O -6.4782 -2.1386 15.1063  C14 1.189
14 C -6.1088 -3.2340 15.3839  O13 1.189, C15 1.524, O18 1.342
15 C -4.6668 -3.6887 15.5775  C14 1.524, C16 1.520, H19 1.090, H20 1.087
16 C -4.8291 -5.0169 16.2987  C15 1.520, C17 1.536, H21 1.090, H22 1.090
17 C -6.1935 -5.4861 15.7711  C16 1.536, O18 1.453, H23 1.095, H24 1.084
18 O -6.9495 -4.2578 15.5954  C14 1.342, C17 1.453
19 H -4.1958 -3.7980 14.6008  C15 1.090
20 H -4.1154 -2.9560 16.1606  C15 1.087
21 H -4.0819 -5.7532 16.0021  C16 1.090
22 H -4.9376 -4.9897 17.3826  C16 1.090
23 H -6.0973 -5.8966 14.7608  C17 1.095
24 H -6.7089 -6.1842 16.4212  C17 1.084
25 O -8.2553 2.3791 15.9175  C26 1.187
26 C -7.7578 1.6509 16.7114  O25 1.187, C27 1.519, O30 1.355
27 C -6.6996 0.5889 16.4655  C26 1.519, C28 1.514, H31 1.084, H32 1.090
28 C -6.7880 -0.2345 17.7333  C27 1.514, C29 1.536, H33 1.095, H34 1.096
29 C -7.5188 0.6250 18.7764  C28 1.536, O30 1.432, H35 1.087, H36 1.088
30 O -8.1255 1.6762 18.0158  C26 1.355, C29 1.432
31 H -6.9805 0.0959 15.5418  C27 1.084
32 H -5.6822 0.9557 16.3303  C27 1.090
33 H -7.2890 -1.1887 17.5389  C28 1.095
34 H -5.8206 -0.5970 18.0992  C28 1.096
35 H -8.2337 -0.0552 19.2311  C29 1.087
36 H -6.8155 0.9936 19.5209  C29 1.088
37 O -8.6293 -1.4266 21.3513  C38 1.192
38 C -8.1423 -2.4148 20.8965  O37 1.192, C39 1.523, O42 1.343
39 C -7.3283 -3.4780 21.6218  C38 1.523, C40 1.503, H43 1.086, H44 1.101
40 C -6.7518 -4.2998 20.5028  C39 1.503, C41 1.546, H45 1.095, H46 1.095
41 C -7.6574 -3.9988 19.2860  C40 1.546, O42 1.441, H47 1.086, H48 1.085
42 O -8.2246 -2.7088 19.5887  C38 1.343, C41 1.441
43 H -6.6907 -3.0573 22.3931  C39 1.086
44 H -8.1105 -4.0063 22.1880  C39 1.101
45 H -5.7280 -4.0737 20.1885  C40 1.095
46 H -6.7142 -5.3867 20.6314  C40 1.095
47 H -7.0949 -3.9971 18.3565  C41 1.086
48 H -8.4372 -4.7464 19.1879  C41 1.085
49 O -6.6824 -10.2565 21.9751  C50 1.194
50 C -7.0970 -9.2786 22.5200  O49 1.194, C51 1.499, O54 1.353
51 C -6.6841 -8.6880 23.8346  C50 1.499, C52 1.544, H55 1.088, H56 1.097
52 C -7.6545 -7.5076 24.0586  C51 1.544, C53 1.547, H57 1.084, H58 1.088
53 C -8.6680 -7.6342 22.8973  C52 1.547, O54 1.424, H59 1.086, H60 1.089
54 O -8.0775 -8.5309 21.9620  C50 1.353, C53 1.424
55 H -6.5051 -9.3384 24.6878  C51 1.088
56 H -5.6671 -8.2918 23.7243  C51 1.097
57 H -8.0724 -7.5365 25.0578  C52 1.084
58 H -7.0898 -6.6016 23.8476  C52 1.088
59 H -9.6679 -7.9044 23.2234  C53 1.086
60 H -8.7762 -6.6414 22.4642  C53 1.089
61 O -11.4000 -6.6328 22.2017  C62 1.207
62 C -11.5166 -6.0675 21.1412  O61 1.207, C63 1.527, O66 1.353
63 C -12.6696 -6.1327 20.1417  C62 1.527, C64 1.527, H67 1.090, H68 1.087
64 C -12.5873 -4.7589 19.4796  C63 1.527, C65 1.536, H69 1.094, H70 1.090
65 C -11.0999 -4.3900 19.5806  C64 1.536, O66 1.445, H71 1.087, H72 1.089
66 O -10.6717 -5.0743 20.7794  C62 1.353, C65 1.445
67 H -12.5817 -6.9230 19.3969  C63 1.090
68 H -13.6296 -6.3007 20.6231  C63 1.087
69 H -12.8599 -4.6982 18.4221  C64 1.094
70 H -13.2082 -3.9892 19.9392  C64 1.090
71 H -10.5412 -4.6257 18.6781  C65 1.087
72 H -11.0134 -3.3282 19.8078  C65 1.089
73 O -4.6812 2.5800 23.1242  C74 1.189
74 C -5.5408 1.8415 23.4831  O73 1.189, C75 1.521, O78 1.355
75 C -6.7837 2.1433 24.3066  C74 1.521, C76 1.523, H79 1.088, H80 1.089
76 C -7.1043 0.7609 24.8591  C75 1.523, C77 1.543, H81 1.092, H82 1.090
77 C -6.7194 -0.1631 23.6846  C76 1.543, O78 1.459, H83 1.086, H84 1.086
78 O -5.5638 0.5333 23.1300  C74 1.355, C77 1.459
79 H -6.4536 2.8308 25.0827  C75 1.088
80 H -7.5134 2.5667 23.6174  C75 1.089
81 H -6.4591 0.5393 25.7116  C76 1.092
82 H -8.1236 0.6705 25.2352  C76 1.090
83 H -6.3069 -1.0819 24.0921  C77 1.086
84 H -7.5077 -0.2343 22.9417  C77 1.086

Löwdin atomic charge list, values in e, 4 entries: 0.111, -0.451, -0.062, -0.130


Verdict on stability: w) comes out at the bottom.


w) The following is a DFT calculation (wB97M-V/def2-TZVPD) of the molecule C15H22N2O4.

Properties
Charge ... 0
M ... 294.4 g/mol
HOMO-LUMO gap ... 9.86 eV
SMILES string ... O=C([C@H](CO)NC(=O)[C@H]1C[C@@]2(C1)C[C@]21CC1)N1CCCO1

Bonds (Å) are listed after each position.
Atoms and positions in Å:
1 O -1.4565 3.0597 -1.1958  C2 1.219
2 C -1.9233 1.9550 -1.4120  O1 1.219, C3 1.522, N17 1.369
3 C -1.6831 0.8167 -0.4305  C2 1.522, C4 1.527, N6 1.447, H22 1.086
4 C -2.5831 1.0125 0.7876  C3 1.527, O5 1.423, H23 1.092, H24 1.095
5 O -3.9408 0.9633 0.3656  C4 1.423, H25 0.961
6 N -0.2990 0.8994 -0.0167  C3 1.447, C7 1.357, H26 1.008
7 C 0.3492 -0.1638 0.5230  N6 1.357, O8 1.221, C9 1.508
8 O -0.2024 -1.2388 0.6967  C7 1.221
9 C 1.8010 0.0590 0.8634  C7 1.508, C10 1.557, C12 1.549, H27 1.090
10 C 2.8042 -0.8126 0.0523  C9 1.557, C11 1.526, H28 1.091, H29 1.089
11 C 3.4979 -1.1510 1.3684  C10 1.526, C12 1.526, C13 1.514, C14 1.464
12 C 2.3095 -0.6162 2.1618  C9 1.549, C11 1.526, H30 1.090, H31 1.091
13 C 4.9538 -0.8907 1.6907  C11 1.514, C14 1.485, H32 1.084, H33 1.084
14 C 4.3914 -2.2656 1.6899  C11 1.464, C13 1.485, C15 1.476, C16 1.477
15 C 4.3597 -3.4372 2.5875  C14 1.476, C16 1.523, H34 1.082, H35 1.083
16 C 4.7172 -3.5857 1.1141  C14 1.477, C15 1.523, H36 1.083, H37 1.082
17 N -2.6580 1.7142 -2.5421  C2 1.369, C18 1.454, O21 1.405
18 C -3.6174 2.6894 -3.0347  N17 1.454, C19 1.527, H38 1.086, H39 1.090
19 C -4.9432 2.1159 -2.5394  C18 1.527, C20 1.526, H40 1.088, H41 1.088
20 C -4.6883 0.6130 -2.6019  C19 1.526, O21 1.449, H42 1.088, H43 1.090
21 O -3.2504 0.4459 -2.6635  N17 1.405, C20 1.449
22 H -1.8729 -0.1562 -0.8737  C3 1.086
23 H -2.3537 0.2139 1.4963  C4 1.092
24 H -2.3476 1.9822 1.2380  C4 1.095
25 H -4.5027 0.9806 1.1448  O5 0.961
26 H 0.1452 1.8009 -0.0926  N6 1.008
27 H 2.0637 1.1165 0.8196  C9 1.090
28 H 2.3040 -1.6795 -0.3823  C10 1.091
29 H 3.3908 -0.3020 -0.7103  C10 1.089
30 H 2.5232 0.0419 3.0035  C12 1.090
31 H 1.6284 -1.4108 2.4693  C12 1.091
32 H 5.6082 -0.6016 0.8763  C13 1.084
33 H 5.1817 -0.4312 2.6459  C13 1.084
34 H 5.1541 -3.5565 3.3126  C15 1.082
35 H 3.3916 -3.8068 2.9021  C15 1.083
36 H 3.9838 -4.0534 0.4690  C16 1.083
37 H 5.7474 -3.8026 0.8631  C16 1.082
38 H -3.3647 3.6641 -2.6274  C18 1.086
39 H -3.5689 2.7231 -4.1235  C18 1.090
40 H -5.1159 2.4267 -1.5107  C19 1.088
41 H -5.7875 2.4207 -3.1543  C19 1.088
42 H -5.0579 0.0905 -1.7224  C20 1.088
43 H -5.0890 0.1572 -3.5075  C20 1.090

Löwdin atomic charge list, values in e, 4 entries: 0.083, -0.380, -0.198, -0.172


x) The following is a DFT calculation (wB97M-V/def2-TZVPD) of the molecule C15H22N2O4.

Properties
Charge ... 0
M ... 294.4 g/mol
HOMO-LUMO gap ... 9.61 eV
SMILES string ... O=C([C@H](CO)NC(=O)[C@H]1C[C@@]2(C1)C[C@]21CC1)N1CCCO1

Bonds (Å) are listed after each position.
Atoms and positions in Å:
1 O 1.7502 -3.1232 -1.6124  C2 1.204
2 C 2.3548 -2.1566 -1.2243  O1 1.204, C3 1.531, N17 1.427
3 C 1.9675 -1.4876 0.0968  C2 1.531, C4 1.522, N6 1.450, H22 1.087
4 C 2.4289 -2.3234 1.2816  C3 1.522, O5 1.417, H23 1.094, H24 1.096
5 O 3.8419 -2.4104 1.2307  C4 1.417, H25 0.961
6 N 0.5203 -1.3940 0.0940  C3 1.450, C7 1.359, H26 1.007
7 C -0.1387 -0.4273 0.7862  N6 1.359, O8 1.220, C9 1.507
8 O 0.4481 0.4091 1.4522  C7 1.220
9 C -1.6375 -0.4271 0.6332  C7 1.507, C10 1.556, C12 1.545, H27 1.091
10 C -2.2356 0.7462 -0.1952  C9 1.556, C11 1.528, H28 1.093, H29 1.089
11 C -3.3396 0.8305 0.8582  C10 1.528, C12 1.526, C13 1.468, C14 1.497
12 C -2.4639 0.0620 1.8438  C9 1.545, C11 1.526, H30 1.090, H31 1.093
13 C -4.7660 0.7037 0.5336  C11 1.468, C14 1.527, H32 1.087, H33 1.084
14 C -4.2060 2.0424 1.0089  C11 1.497, C13 1.527, C15 1.522, C16 1.517
15 C -4.4757 2.5036 2.4346  C14 1.522, C16 1.473, H34 1.084, H35 1.085
16 C -3.6027 3.3161 1.5704  C14 1.517, C15 1.473, H36 1.085, H37 1.084
17 N 3.2837 -1.5239 -2.1029  C2 1.427, C18 1.482, O21 1.442
18 C 2.5859 -0.4736 -2.8825  N17 1.482, C19 1.515, H38 1.087, H39 1.097
19 C 3.7638 0.3597 -3.3431  C18 1.515, C20 1.528, H40 1.089, H41 1.088
20 C 4.6381 0.3559 -2.0897  C19 1.528, O21 1.433, H42 1.091, H43 1.091
21 O 4.1988 -0.7539 -1.2966  N17 1.442, C20 1.433
22 H 2.3936 -0.4898 0.1652  C3 1.087
23 H 2.0816 -1.8401 2.1991  C4 1.094
24 H 1.9648 -3.3138 1.2032  C4 1.096
25 H 4.1475 -2.9400 1.9719  O5 0.961
26 H 0.0177 -2.0902 -0.4328  N6 1.007
27 H -2.0090 -1.3838 0.2626  C9 1.091
28 H -1.5763 1.6153 -0.1269  C10 1.093
29 H -2.5068 0.5611 -1.2333  C10 1.089
30 H -2.9099 -0.6999 2.4827  C12 1.090
31 H -1.8565 0.7442 2.4438  C12 1.093
32 H -5.1513 0.6032 -0.4774  C13 1.087
33 H -5.3825 0.2266 1.2862  C13 1.084
34 H -5.4837 2.8835 2.5559  C15 1.084
35 H -4.0960 1.9137 3.2628  C15 1.085
36 H -2.5358 3.2236 1.7437  C16 1.085
37 H -3.8946 4.2813 1.1716  C16 1.084
38 H 2.0219 -0.9363 -3.6885  C18 1.087
39 H 1.9147 0.1068 -2.2374  C18 1.097
40 H 4.2689 -0.1459 -4.1643  C19 1.089
41 H 3.4770 1.3608 -3.6582  C19 1.088
42 H 5.6972 0.2379 -2.3224  C20 1.091
43 H 4.5014 1.2534 -1.4849  C20 1.091

Löwdin atomic charge list, values in e, 4 entries: 0.133, -0.359, -0.218, -0.196


Verdict on stability: x) comes out at the bottom.